DFT (ωB97M-V/def2-TZVPD) results for a cluster of 2 separate species, C2O3 in total.

Structure (XYZ):
```
5
Properties=species:S:1:pos:R:3:nbo_charge:R:1
O -2.293 0.424 -0.299 -0.492
O 1.984 -0.976 0.127 -0.502
O 0.670 0.905 -0.129 -0.524
C 1.345 -0.029 -0.005 1.028
C -1.706 -0.325 0.306 0.490
```

Output
Multiplicity   1
Highest occupied orbital energy   -12.87 eV
Molar mass   72.02 g/mol

DFT (ωB97M-V/def2-TZVPD) results for a structure of composition C16H38AlF2NO15P2S2.

Structure (XYZ):
```
77
Properties=species:S:1:pos:R:3:mulliken_charge:R:1
H 1.582 3.700 1.796 0.067
H -0.345 6.222 -1.071 0.128
H -4.544 -5.911 2.873 0.331
O -5.800 -2.057 2.760 -0.342
Al -1.271 -0.797 1.478 1.628
S -0.262 -4.729 1.906 0.997
C 0.556 5.649 1.578 -1.346
F -1.074 -4.395 0.559 -0.375
C 3.034 -2.712 -1.331 0.102
H 4.493 3.423 1.232 0.364
S 1.238 -3.700 3.250 0.976
H 3.774 -0.850 -3.446 0.196
N 0.058 -3.256 2.037 0.311
C -4.746 -2.717 2.271 0.787
C 0.686 4.140 1.358 -0.041
C -1.861 5.023 -1.926 0.062
H -3.264 -4.450 1.206 -0.030
H -5.708 -6.412 1.601 0.353
O 0.631 3.871 0.017 -0.202
H 4.203 3.080 2.840 0.408
H 3.774 0.554 2.255 0.364
H -4.526 -4.748 0.103 0.294
H 2.932 -2.526 -2.400 0.349
H 3.112 -4.853 -1.184 0.381
C -0.287 2.022 -4.383 -1.283
H -1.042 7.066 -2.411 0.376
P -0.590 3.049 -0.607 0.530
H 3.894 -3.877 0.137 0.332
H -0.194 1.116 -4.981 0.372
H -2.874 5.064 -2.327 0.445
H 0.857 5.872 2.601 0.470
H -7.466 -1.785 1.348 0.306
H -1.302 4.648 -2.783 0.020
C -4.702 -6.043 1.802 -1.221
O -3.631 -2.319 2.467 -0.491
C 3.777 -4.025 -0.936 -1.320
H -1.628 1.567 -2.817 0.450
H -0.104 0.811 -2.581 0.133
H -7.513 -3.187 2.366 0.304
O -1.001 1.675 -0.066 -0.450
O 3.677 -1.589 -0.697 -0.346
H -0.464 5.897 1.283 0.276
H 2.457 -0.264 -4.356 0.290
O 0.822 -5.576 1.423 -0.401
H -0.102 3.571 1.851 0.404
H 2.689 1.942 -2.851 0.310
C -1.286 6.383 -1.597 -0.996
C 4.531 2.584 1.926 -1.423
C 3.174 0.976 -2.712 -0.271
H -7.772 -1.547 3.003 0.273
H -3.949 -6.780 1.522 0.380
C 3.403 0.058 -3.921 -1.041
H -1.893 6.893 -0.849 0.299
O 3.733 0.850 0.208 -0.303
H -0.990 2.675 -4.900 0.366
O -1.736 4.170 -0.782 -0.378
H 1.341 6.064 0.945 0.316
H 4.088 1.246 -2.184 0.363
O -5.196 -3.787 1.650 -0.252
H 3.969 0.578 -4.694 0.415
C -0.557 1.743 -2.917 -0.051
C -4.319 -4.722 1.173 0.208
H 0.659 2.563 -4.381 0.264
C -7.167 -2.154 2.330 -0.629
H 2.083 -2.957 -0.857 0.025
H 2.596 1.781 1.730 -0.072
O 1.516 -0.564 0.495 -0.415
H 4.669 -4.149 -1.549 0.360
O 0.777 -4.478 4.413 -0.473
O 2.285 0.372 -1.790 0.087
O -1.389 -5.421 2.501 -0.431
P 2.756 -0.273 -0.337 0.393
H 5.571 2.275 2.030 0.374
C 3.602 1.390 1.577 0.262
F 0.963 -2.266 3.898 -0.274
O 2.663 -3.534 2.923 -0.427
O -0.069 2.851 -2.096 -0.221
```

Output
Multiplicity   1
Charge   +2
Highest occupied orbital energy   -15.64 eV
Molar mass   675.53 g/mol

DFT (ωB97M-V/def2-TZVPD) results for a cluster of 3 separate species, C2H2Br3F in total.

Structure (XYZ):
```
8
Properties=species:S:1:pos:R:3:nbo_charge:R:1
H 0.505 1.239 -0.455 0.237
Br 3.032 -0.050 0.285 -0.272
C -0.125 -0.640 -0.414 0.500
C 0.151 0.541 0.172 -0.365
Br -3.030 1.349 0.216 -0.303
H 0.260 0.740 1.247 0.292
Br -0.610 -2.242 0.594 0.155
F -0.185 -0.939 -1.645 -0.244
```

Output
Multiplicity   1
Highest occupied orbital energy (spin up / spin down)   -9.20 / -9.22 eV
Molar mass   284.75 g/mol

DFT (ωB97M-V/def2-TZVPD) results for an isolated molecule of C4H10N2O.

Structure (XYZ):
```
17
Properties=species:S:1:pos:R:3:nbo_charge:R:1
H -0.967 0.715 0.813 0.204
H 2.464 0.994 1.556 0.369
H -0.080 -1.533 0.906 0.357
H 2.195 -1.294 0.343 0.165
H 1.468 -0.044 2.389 0.360
C 1.528 -0.425 0.345 -0.049
H -2.112 -1.321 -1.203 0.106
H -0.068 1.879 -1.085 0.225
H 0.090 0.419 -2.010 0.219
C -2.123 -0.672 -0.308 0.450
H -1.483 1.178 -1.841 0.221
C -0.564 0.934 -1.310 -0.628
O -3.120 -0.585 0.356 -0.515
N 1.635 0.423 1.510 -0.872
C -0.843 0.094 -0.070 -0.173
H 1.793 0.176 -0.520 0.180
N 0.188 -0.935 0.129 -0.620
```

Output
Multiplicity   1
Highest occupied orbital energy   -9.51 eV
Molar mass   102.14 g/mol